Record 1
Entry from the OMol25 dataset: a cluster of 2 separate species, C2H5O3 in total (ωB97M-V with the def2-TZVPD basis set).

Results
Energy above the lowest of the compared OMol25 structures with the same formula, charge and spin (kcal per mole): 14.9
Charge: -1

Last column: Mulliken charge in e.
Element x y z (Å)
O 1.146 1.867 2.869  -0.6947
H 2.117 1.708 2.867  0.3069
H 0.846 1.578 1.978  0.3792
O 0.784 0.460 -0.994  -0.7415
O -1.322 0.905 -1.569  -0.7404
C -0.406 0.092 -1.220  0.5363
C -0.712 -1.382 -1.038  -0.6788
H -0.419 -1.666 -0.013  0.1832
H -0.228 -2.075 -1.747  0.2033
H -1.806 -1.487 -1.133  0.2465

Force components x, y, z for each atom (eV/Å):
0.8 -0.4 -0.6
-1.1 0.1 -0.2
0.3 0.2 0.6
-0.1 -0.7 0.2
0.3 -1.6 0.3
0.6 2.6 -0.6
-1.1 -0.5 0.4
0.0 0.0 -0.4
0.0 0.5 0.2
0.4 -0.2 0.0

***

Record 2
Entry from the OMol25 dataset: a structure of composition C41H69BN4O2P2PtSe (ωB97M-V with the def2-TZVPD basis set).

Results
2S+1: 3
Calculated total energy (a.u.): -5201.63866
Charge: 0

Last column: Mulliken charge in e.
Element x y z (Å)
Pt -0.116 0.210 -0.937  1.5510
C -2.850 1.916 2.620  -1.8974
C -3.069 2.501 1.218  2.2401
C -1.819 3.331 0.891  -2.2948
C -4.290 3.420 1.218  -2.0685
P -3.094 1.084 -0.018  0.4760
C -3.111 1.986 -1.655  -0.9636
N -2.607 1.088 -2.674  0.5468
B -1.400 0.328 -2.504  0.0270
N -1.359 -0.567 -3.627  0.5866
C -0.329 -1.555 -3.815  -1.1863
P 0.566 -1.739 -2.183  0.6287
C -0.097 -3.383 -1.553  2.3050
C 0.657 -3.813 -0.294  -2.0654
C -1.553 -3.078 -1.170  -2.2024
C -0.094 -4.559 -2.539  -1.8639
C 2.379 -1.853 -2.644  2.8821
C 3.204 -1.686 -1.362  -1.9107
C 2.791 -3.146 -3.352  -1.9890
C 2.692 -0.673 -3.578  -1.8893
C -2.470 -0.350 -4.428  0.2634
C -2.878 -0.963 -5.599  -0.7268
C -4.077 -0.550 -6.179  -0.8370
C -4.839 0.455 -5.598  -0.8491
C -4.432 1.081 -4.421  -0.9470
C -3.245 0.676 -3.832  0.8660
C -4.797 0.253 -0.040  2.2087
C -5.189 -0.172 1.377  -2.1072
C -4.603 -1.026 -0.872  -2.0734
C -5.949 1.046 -0.665  -1.9338
H -2.713 2.739 3.330  0.5639
H -1.951 1.294 2.643  0.1328
H -3.690 1.320 2.969  0.2985
H -1.637 4.025 1.719  0.7164
H -1.912 3.922 -0.018  0.4642
H -0.938 2.698 0.768  0.2957
H -4.100 4.279 1.871  0.5037
H -5.181 2.915 1.593  0.3110
H -4.509 3.809 0.221  0.3337
H -2.449 2.848 -1.578  0.1107
H -4.104 2.354 -1.912  0.3536
H 0.380 -1.261 -4.593  0.3082
H -0.761 -2.509 -4.120  0.3022
H 0.724 -2.993 0.423  0.1612
H 1.660 -4.174 -0.527  0.2624
H 0.112 -4.636 0.179  0.6688
H -1.606 -2.279 -0.428  0.1910
H -2.006 -3.980 -0.747  0.8067
H -2.149 -2.772 -2.034  0.3367
H 0.909 -4.923 -2.750  0.3927
H -0.583 -4.337 -3.487  0.2545
H -0.651 -5.383 -2.083  0.5102
H 3.034 -2.500 -0.658  0.1857
H 2.975 -0.737 -0.876  -0.0775
H 4.266 -1.692 -1.628  0.6717
H 2.773 -4.004 -2.679  0.3236
H 3.819 -3.038 -3.712  0.5222
H 2.159 -3.367 -4.215  0.2856
H 2.249 0.258 -3.221  0.1972
H 2.361 -0.866 -4.599  0.4574
H 3.777 -0.538 -3.608  0.5709
H -2.279 -1.743 -6.054  0.4816
H -4.413 -1.017 -7.095  0.3908
H -5.763 0.764 -6.069  0.3969
H -5.027 1.873 -3.984  0.4367
H -4.366 -0.674 1.891  0.3502
H -6.026 -0.875 1.319  0.5527
H -5.513 0.674 1.984  0.3065
H -3.844 -1.671 -0.428  0.4078
H -4.310 -0.808 -1.901  0.2193
H -5.548 -1.579 -0.901  0.6126
H -6.080 2.032 -0.220  0.2054
H -6.881 0.491 -0.523  0.5489
H -5.814 1.165 -1.741  0.3186
C 1.072 -3.344 4.128  -1.1598
C 2.165 -2.373 4.557  0.3376
C 3.453 -2.529 3.752  -0.8837
C 3.346 -2.023 2.317  -0.2209
N 3.301 -0.569 2.242  1.2569
C 2.221 0.202 1.964  -0.9279
Se 0.489 -0.393 1.683  -0.5479
N 2.624 1.492 1.966  2.7798
C 1.780 2.665 1.759  0.2256
C 1.577 3.525 2.999  -0.9546
C 0.714 2.919 4.105  0.0561
C 1.354 1.764 4.870  -0.9664
C 3.987 1.550 2.207  0.3217
C 4.874 2.617 2.247  -1.1467
C 6.205 2.318 2.486  -0.9058
C 6.637 1.002 2.673  -0.8324
C 5.752 -0.062 2.625  -0.9319
C 4.419 0.240 2.388  0.2928
H 0.179 -3.223 4.741  0.3586
H 1.409 -4.379 4.228  0.3837
H 0.772 -3.178 3.092  0.1272
H 2.393 -2.523 5.615  0.4173
H 1.801 -1.345 4.468  -0.3039
H 3.736 -3.585 3.714  0.5059
H 4.276 -2.007 4.248  0.4273
H 2.445 -2.389 1.830  -0.8192
H 4.204 -2.343 1.722  0.6110
H 0.831 2.296 1.381  -1.1390
H 2.240 3.246 0.961  -0.1554
H 1.094 4.439 2.641  0.5639
H 2.542 3.834 3.413  0.4180
H -0.242 2.599 3.678  -0.3357
H 0.479 3.719 4.813  0.4743
H 1.349 0.842 4.290  -0.0451
H 0.808 1.563 5.793  0.4991
H 2.389 1.994 5.143  0.2647
H 4.544 3.635 2.090  0.4639
H 6.928 3.121 2.525  0.4459
H 7.686 0.811 2.855  0.4314
H 6.088 -1.081 2.764  0.4943
C 3.099 3.063 -1.779  -1.6040
C 1.755 2.470 -1.381  0.6539
O 1.799 1.200 -1.125  -0.7473
O 0.757 3.176 -1.311  -0.6004
H 3.917 2.363 -1.620  0.2045
H 3.275 3.987 -1.227  0.4093
H 3.058 3.328 -2.837  0.3835

Force components x, y, z for each atom (eV/Å):
0.2 -0.5 0.4
0.0 0.0 0.0
0.0 0.0 0.0
0.0 0.0 0.0
0.0 0.0 0.0
-0.1 0.0 0.0
0.0 0.0 0.0
0.1 -0.1 0.0
-0.1 0.3 -0.1
0.1 0.1 0.1
0.0 0.0 0.0
0.1 -0.1 -0.1
0.0 0.0 -0.1
0.0 0.1 0.0
0.0 0.0 0.0
0.0 0.0 0.0
0.0 -0.1 -0.1
0.0 0.1 0.0
0.0 0.0 0.0
0.0 0.1 0.0
-0.1 0.0 0.0
0.0 0.0 0.0
0.0 0.0 0.0
0.0 0.0 0.0
0.0 0.0 0.0
-0.1 0.0 -0.1
0.0 0.0 0.0
0.0 0.0 0.0
0.0 0.0 0.0
0.0 0.0 0.0
0.0 0.0 0.0
0.0 0.0 0.0
0.0 0.0 0.0
0.0 0.0 0.0
0.0 0.0 0.0
-0.1 0.0 -0.1
0.0 0.0 0.0
0.0 0.0 0.0
0.0 0.0 0.0
0.0 0.0 0.0
0.0 0.0 0.0
0.0 0.0 0.0
0.0 0.0 0.0
0.0 0.0 0.0
0.0 0.0 0.0
0.0 0.0 0.0
0.0 0.0 0.0
0.0 0.0 0.0
0.0 0.0 0.0
0.0 0.0 0.0
0.0 0.0 0.0
0.0 0.0 0.0
0.0 0.0 0.0
0.0 0.0 0.0
0.0 0.0 0.0
0.0 0.0 0.0
0.0 0.0 0.0
0.0 0.0 0.0
0.0 0.0 0.0
0.0 0.0 0.0
0.0 0.0 0.0
0.0 0.0 0.0
0.0 0.0 0.0
0.0 0.0 0.0
0.0 0.0 0.0
0.0 0.0 0.0
0.0 0.0 0.0
0.0 0.0 0.0
0.0 0.0 0.0
0.0 0.0 0.0
0.0 0.0 0.0
0.0 0.0 0.0
0.0 0.0 0.0
0.0 0.0 0.0
0.0 0.0 0.0
0.0 0.0 0.0
0.0 0.0 0.0
0.0 0.0 0.0
0.0 0.0 -0.1
0.0 0.1 0.0
-0.1 0.0 0.0
0.0 -0.1 0.1
0.0 -0.1 0.0
0.0 0.0 0.0
0.0 0.0 0.0
0.0 0.0 0.0
0.0 0.0 0.0
0.0 0.0 0.0
0.0 0.0 0.0
0.0 0.0 0.0
0.0 0.0 0.0
0.0 0.0 0.0
0.0 0.0 0.0
0.0 0.0 0.0
0.0 0.0 0.0
0.0 0.0 0.0
0.0 0.0 0.0
0.0 0.0 0.0
0.0 0.0 0.0
0.0 0.0 0.0
0.0 0.0 0.0
0.1 0.0 0.0
0.0 0.1 0.0
0.0 0.0 0.0
0.0 0.0 0.0
0.1 0.0 0.0
0.0 0.0 0.0
0.0 0.0 0.0
0.0 0.0 0.0
0.0 0.0 0.0
0.0 0.0 0.0
0.0 0.0 0.0
0.0 0.0 0.0
0.0 0.0 0.0
0.0 0.0 0.0
0.0 -0.1 0.1
0.1 0.1 -0.1
0.0 0.0 0.0
0.0 0.0 0.0
0.0 0.0 0.0
0.0 0.0 0.0

***

Record 3
Entry from the OMol25 dataset: a cluster of 2 separate species, CH2N2O3 in total (ωB97M-V with the def2-TZVPD basis set).

Results
Energy above the lowest of the compared OMol25 structures with the same formula, charge and spin (kcal per mole): 135.4
Charge: 0

Last column: Mulliken charge in e.
Element x y z (Å)
C 0.109 1.610 -0.017  0.0105
N -0.473 0.579 0.714  -0.2929
N 0.034 -2.110 0.011  0.7688
O 1.161 -2.306 0.210  -0.3924
O -0.932 -2.622 -0.503  -0.3916
O -0.961 0.946 -0.477  -0.1720
H -0.086 2.577 0.324  0.2499
H 1.149 1.327 -0.262  0.2195

Force components x, y, z for each atom (eV/Å):
3.6 0.4 1.1
-0.9 -1.1 1.9
-3.1 1.2 -0.3
1.3 -1.1 -0.2
1.8 -0.1 0.5
-2.2 -1.4 -2.5
0.0 1.7 0.3
-0.6 0.5 -0.9

***

Record 4
Entry from the OMol25 dataset: a structure of composition H9O4 (ωB97M-V with the def2-TZVPD basis set).

Results
Energy above the lowest of the compared OMol25 structures with the same formula, charge and spin (kcal per mole): 82.1
Charge: +1

Last column: Mulliken charge in e.
Element x y z (Å)
O -1.475 1.601 0.931  -0.4754
H -2.374 1.216 0.703  0.3654
H -1.845 2.128 1.636  0.3868
O 0.659 -1.581 0.772  -0.6851
H 0.745 -2.417 1.327  0.3561
H 0.913 -0.161 0.409  0.5811
O 0.178 -0.914 -1.625  -0.8670
H 0.538 -1.011 -2.503  0.2788
H 0.521 -1.866 -0.150  0.4090
O 0.671 0.823 -0.094  -0.7121
H 1.354 1.346 -0.641  0.4179
H 0.352 0.131 -1.010  0.4174
H -0.474 1.206 0.351  0.5271

Force components x, y, z for each atom (eV/Å):
-2.6 -1.5 -1.2
1.7 -0.3 -0.8
1.5 1.2 1.1
0.2 -0.9 0.9
0.1 2.0 -0.7
0.2 0.5 0.1
-0.1 1.9 1.6
0.1 0.3 -0.3
-0.2 0.0 -0.7
0.4 1.0 1.4
-1.0 -0.8 1.7
-1.0 -4.0 -3.7
0.8 0.8 0.6